Record 1
Here is a cluster of 2 separate species, C2Br2F2S in total at a distorted geometry from OMol25. Energies are from ωB97M-V with the def2-TZVPD basis set.

orbital gap (alpha / beta)	0.2666 / 0.3088	Ha
LUMO energy (alpha / beta)	-0.723 / -1.743	eV
energy above the lowest of the compared OMol25 structures with the same formula, charge and spin	0.096	eV
⟨S²⟩	2.009
highest occupied orbital energy (alpha / beta)	-7.98 / -10.15	eV
charge	0
2S+1	3
total energy	-5821.98781	a.u.

XYZ file:
```
7
Properties=species:S:1:pos:R:3:forces:R:3:mulliken_spin:R:1
C 1.486 -2.581 1.476 1.69 2.35 -0.32 0.611
C 0.753 1.148 -0.182 -1.05 0.61 -0.78 0.754
F -0.509 0.946 0.210 0.77 0.12 -0.21 0.050
F 1.407 1.791 0.758 -0.04 0.23 -0.27 0.050
S 1.828 -1.151 0.872 0.17 -1.65 0.72 0.267
Br 0.107 -3.653 1.286 -1.61 -1.46 -0.11 0.121
Br 0.839 1.891 -1.998 0.06 -0.21 0.98 0.147
```
Positions in Å, forces in eV/Å.



Record 2
Here is a structure of composition C2Br3NO2 at a distorted geometry from OMol25. Energies are from ωB97M-V with the def2-TZVPD basis set.

orbital gap (alpha / beta)	0.3092 / 0.3092	Ha
LUMO energy (alpha / beta)	-1.342 / -1.341	eV
energy above the lowest of the compared OMol25 structures with the same formula, charge and spin	6.296	eV
highest occupied orbital energy (alpha / beta)	-9.76 / -9.76	eV
charge	0
total energy	-8003.24414	a.u.

XYZ file:
```
8
Properties=species:S:1:pos:R:3:forces:R:3:mulliken_charge:R:1
C 0.240 -0.817 -0.424 -1.81 2.51 1.37 0.434
C -0.959 -0.509 -0.954 1.02 2.21 0.05 -0.114
N 1.163 1.024 1.908 0.21 0.24 0.42 0.402
O 1.014 0.060 0.970 -0.56 -1.00 -1.32 -0.336
O 0.416 1.887 2.110 -0.63 -0.02 -0.50 -0.326
Br 1.640 -1.911 -0.475 0.25 -1.39 -0.94 0.064
Br -1.789 -1.102 -2.566 0.66 -0.41 0.86 -0.039
Br -1.726 1.368 -0.567 0.85 -2.14 0.07 -0.084
```
Positions in Å, forces in eV/Å.



Record 3
Here is a structure of composition C2Br4O at a distorted geometry from OMol25. Energies are from ωB97M-V with the def2-TZVPD basis set.

orbital gap	0.3698	Ha
LUMO energy	-0.312	eV
energy above the lowest of the compared OMol25 structures with the same formula, charge and spin	0.431	eV
highest occupied orbital energy	-10.37	eV
charge	0
total energy	-10447.46816	a.u.

XYZ file:
```
7
Properties=species:S:1:pos:R:3:forces:R:3:mulliken_charge:R:1
C 0.361 0.474 -0.882 1.37 -1.95 1.03 0.391
C -0.123 -0.447 0.554 1.29 0.04 -3.14 -0.153
O 1.185 0.164 -1.684 -1.37 0.05 1.48 -0.387
Br -0.589 2.080 -0.934 -0.41 0.88 -0.26 -0.032
Br -0.001 0.601 2.063 -0.15 1.01 1.20 0.105
Br -1.926 -0.894 0.042 0.02 -0.51 0.35 0.066
Br 1.094 -1.979 0.840 -0.74 0.49 -0.66 0.009
```
Positions in Å, forces in eV/Å.



Record 4
Here is an isolated molecule of C2BrClF4O2S at a distorted geometry from OMol25. Energies are from ωB97M-V with the def2-TZVPD basis set.

orbital gap	0.4259	Ha
LUMO energy	-0.005	eV
highest occupied orbital energy	-11.60	eV
charge	0
total energy	-4058.50928	a.u.

XYZ file:
```
11
Properties=species:S:1:pos:R:3:forces:R:3:mulliken_charge:R:1
C -1.588 0.398 0.269 -1.31 0.45 2.54 0.307
C -0.094 0.541 -0.068 0.82 0.25 -0.54 0.644
O 1.914 -1.569 -1.482 -0.66 -0.15 -1.10 -0.365
O 0.575 -0.503 0.533 1.12 -0.62 -0.77 -0.281
F -2.234 1.594 0.141 0.40 -1.40 -0.51 -0.183
F -1.571 0.140 1.647 -0.25 0.28 -1.41 -0.201
F 0.136 0.573 -1.412 -0.36 0.23 0.94 -0.197
F 3.273 -0.693 0.235 -1.84 -0.43 0.30 -0.266
S 1.849 -1.539 -0.080 1.01 1.30 1.34 0.750
Cl 0.373 2.101 0.708 0.44 -0.44 -0.56 -0.129
Br -2.631 -1.043 -0.491 0.63 0.53 -0.23 -0.078
```
Positions in Å, forces in eV/Å.